[1]
Here is the molecule C5H2O from the OMol25 dataset. Energies are from wB97M-V/def2-TZVPD.

Each line ends with the natural charge from an NBO analysis.
Atoms and positions in Å:
C: 1.261 2.195 -0.221  0.13
C: 0.747 1.053 -0.192  -0.54
C: 0.013 -0.120 -0.079  -0.20
C: 0.477 0.034 1.207  0.80
C: -0.904 -0.791 -0.785  -0.28
O: 1.014 0.019 2.230  -0.36
H: -1.477 -1.530 -0.218  0.21
H: -1.131 -0.860 -1.942  0.25

Output
**Total energy**: -7257.7762 eV
**Charge**: 0


[2]
Here is a cluster of 2 separate species, C2H9N2PS in total from the OMol25 dataset. Energies are from wB97M-V/def2-TZVPD.

Each line ends with the natural charge from an NBO analysis.
Atoms and positions in Å:
C: 1.139 -0.996 -0.588  -0.96
C: 1.081 1.328 1.340  -0.95
N: -1.558 -0.081 -1.274  -0.62
N: -0.921 0.832 -0.412  -0.69
P: 0.144 -0.089 0.680  1.04
S: -2.565 -1.954 0.900  -0.35
H: 1.303 -0.380 -1.541  0.24
H: 2.009 -1.078 -0.126  0.23
H: 0.665 -1.962 -0.724  0.26
H: 1.713 1.539 0.511  0.23
H: 0.282 2.038 1.557  0.25
H: 1.688 0.927 2.159  0.24
H: -2.342 -0.577 -0.851  0.36
H: -0.913 -0.762 -1.581  0.35
H: -1.727 1.214 -0.052  0.38

Output
**Total energy**: -25319.5434 eV
**Charge**: 0


[3]
Here is a cluster of 2 separate species, C4H8NO3 in total from the OMol25 dataset. Energies are from wB97M-V/def2-TZVPD.

Each line ends with the natural charge from an NBO analysis.
Atoms and positions in Å:
C: 0.809 1.495 -2.460  -0.77
C: 0.170 0.110 -2.111  0.78
O: 0.885 -0.832 -1.646  -0.81
O: -1.051 0.132 -2.295  -0.78
H: 0.597 2.070 -1.586  0.21
H: 0.108 1.943 -3.107  0.22
H: 1.855 1.461 -2.553  0.20
C: -0.792 -1.054 0.839  -0.81
C: -0.601 -0.110 1.880  0.69
O: -0.928 1.117 1.988  -0.64
N: 0.140 -0.641 3.032  -0.88
H: 0.554 0.040 3.693  0.38
H: 0.614 -1.550 3.028  0.38
H: -1.688 -1.087 0.241  0.27
H: -0.607 -2.182 1.089  0.20
H: -0.065 -0.910 -0.031  0.36

Output
**Total energy**: -11911.5219 eV
**Charge**: -1


[4]
Here is a structure of composition C2H3N3 from the OMol25 dataset. Energies are from wB97M-V/def2-TZVPD.

Each line ends with the natural charge from an NBO analysis.
Atoms and positions in Å:
N: -0.849 0.691 0.009  -0.52
C: -0.765 -0.616 -0.104  0.25
N: 0.475 -1.118 -0.072  -0.55
C: 1.258 -0.034 0.076  0.15
N: 0.887 1.164 0.162  -0.18
H: -1.744 1.172 -0.004  0.41
H: -1.621 -1.284 -0.218  0.21
H: 2.361 0.025 0.153  0.23

Output
**Total energy**: -6590.7109 eV
**Charge**: 0


[5]
Here is a cluster of 2 separate species, C17H27N7O7 in total from the OMol25 dataset. Energies are from wB97M-V/def2-TZVPD.

Each line ends with the natural charge from an NBO analysis.
Atoms and positions in Å:
N: 0.117 0.918 -3.805  -0.77
C: -0.559 -0.217 -3.535  0.42
N: -0.762 -0.980 -4.583  -0.51
C: -1.443 -2.111 -4.371  0.28
N: -1.929 -2.491 -3.183  -0.52
C: -1.721 -1.664 -2.167  0.36
C: -1.029 -0.489 -2.266  -0.06
N: -0.985 0.169 -1.030  -0.48
C: -1.664 -0.615 -0.218  0.24
N: -2.120 -1.758 -0.862  -0.38
C: -2.876 -2.885 -0.310  0.23
O: -4.250 -2.544 -0.157  -0.53
C: -4.808 -3.578 0.661  0.04
C: -6.146 -3.130 1.243  -0.07
O: -7.011 -2.791 0.157  -0.72
C: -3.732 -3.861 1.715  0.06
O: -3.615 -5.261 1.972  -0.72
C: -2.431 -3.346 1.083  0.06
O: -1.419 -4.371 1.002  -0.74
H: -0.069 1.665 -3.146  0.39
H: 0.122 1.130 -4.794  0.41
H: -1.611 -2.766 -5.221  0.19
H: -1.838 -0.387 0.830  0.22
H: -2.798 -3.733 -1.001  0.22
H: -4.976 -4.479 0.058  0.20
H: -6.588 -3.930 1.846  0.20
H: -5.999 -2.257 1.888  0.16
H: -6.512 -2.253 -0.486  0.48
H: -3.942 -3.320 2.645  0.18
H: -2.693 -5.515 1.752  0.50
H: -2.061 -2.503 1.674  0.18
H: -0.644 -4.058 0.496  0.50
C: 6.765 3.831 0.799  -0.41
N: 5.496 3.212 1.176  -0.60
C: 4.592 2.761 0.297  0.68
O: 4.769 2.857 -0.913  -0.62
C: 3.312 2.141 0.888  -0.14
N: 2.676 2.988 1.921  -0.61
C: 2.359 4.275 1.780  0.67
C: 1.553 4.888 2.901  -0.71
O: 2.681 4.957 0.819  -0.62
C: 2.281 1.681 -0.163  0.10
C: 2.757 0.513 -1.033  -0.63
O: 1.143 1.188 0.516  -0.77
H: 7.314 3.164 0.130  0.21
H: 6.570 4.766 0.271  0.21
H: 7.368 4.032 1.685  0.20
H: 5.262 3.160 2.154  0.39
H: 3.641 1.235 1.393  0.22
H: 2.281 2.508 2.712  0.40
H: 2.110 4.814 3.832  0.22
H: 1.367 5.935 2.668  0.24
H: 0.604 4.361 2.986  0.23
H: 1.989 2.522 -0.794  0.18
H: 3.083 -0.315 -0.403  0.20
H: 1.945 0.176 -1.675  0.21
H: 3.582 0.823 -1.673  0.24
H: 0.492 0.936 -0.160  0.50

Output
**Total energy**: -42831.3191 eV
**Charge**: 0


[6]
Here is a structure of composition C31H60BGe2N2NaO5SSi from the OMol25 dataset. Energies are from wB97M-V/def2-TZVPD.

Each line ends with the natural charge from an NBO analysis.
Atoms and positions in Å:
Na: -1.061 -1.963 -0.125  0.89
N: -1.734 -2.049 2.136  -0.92
C: -0.753 -2.998 2.682  -0.33
C: 0.666 -2.817 2.106  0.79
O: 1.609 -3.211 2.797  -0.73
O: 0.741 -2.324 0.931  -0.85
H: -1.456 -1.097 2.387  0.41
H: -2.640 -2.204 2.562  0.35
H: -1.059 -4.013 2.411  0.19
H: -0.661 -2.960 3.771  0.18
C: 0.799 -1.510 -4.752  -0.60
C: 0.283 -1.596 -3.315  -0.83
Ge: 1.489 -0.666 -2.048  1.12
C: 0.692 1.095 -1.638  -0.84
C: 0.352 1.896 -2.895  -0.62
C: 3.320 -0.447 -2.730  -0.62
C: 4.134 -0.917 -1.763  -0.40
Ge: 2.867 -1.637 -0.296  1.28
C: 3.155 -3.581 -0.254  -0.84
C: 2.276 -4.284 -1.288  -0.60
C: 3.192 -0.555 1.310  -0.83
C: 4.637 -0.553 1.803  -0.61
C: 5.614 -0.920 -1.878  -0.08
C: 6.303 -0.099 -2.777  -0.15
C: 7.684 -0.132 -2.875  -0.24
C: 8.425 -0.991 -2.071  -0.24
C: 7.762 -1.806 -1.165  -0.22
C: 6.379 -1.764 -1.069  -0.19
H: 0.133 -2.028 -5.447  0.20
H: 1.789 -1.965 -4.839  0.20
H: 0.892 -0.473 -5.086  0.19
H: 0.154 -2.639 -3.025  0.25
H: -0.707 -1.134 -3.245  0.21
H: 1.416 1.634 -1.022  0.22
H: -0.196 0.970 -1.010  0.24
H: 1.240 2.060 -3.513  0.19
H: -0.069 2.877 -2.655  0.20
H: -0.380 1.371 -3.516  0.20
H: 3.689 -0.050 -3.679  0.18
H: 2.929 -3.923 0.756  0.26
H: 4.209 -3.785 -0.462  0.19
H: 1.219 -4.089 -1.099  0.22
H: 2.413 -5.368 -1.274  0.20
H: 2.499 -3.939 -2.302  0.19
H: 2.523 -0.924 2.085  0.26
H: 2.870 0.462 1.067  0.22
H: 4.969 -1.563 2.058  0.20
H: 4.743 0.058 2.705  0.19
H: 5.326 -0.156 1.054  0.19
H: 5.741 0.588 -3.399  0.20
H: 8.189 0.521 -3.578  0.19
H: 9.506 -1.015 -2.145  0.20
H: 8.323 -2.475 -0.524  0.20
H: 5.872 -2.395 -0.351  0.22
C: -4.406 2.121 -0.500  -0.62
C: -3.659 0.790 -0.453  0.27
C: -4.585 -0.317 0.048  -0.63
C: -3.127 0.438 -1.835  -0.60
O: -2.493 0.830 0.367  -0.96
Si: -2.167 1.587 1.819  2.10
S: -0.450 0.885 2.614  -0.97
O: -3.594 1.346 2.659  -0.95
C: -4.073 1.971 3.836  0.28
C: -4.969 3.139 3.423  -0.63
C: -2.945 2.468 4.737  -0.65
C: -4.891 0.912 4.571  -0.61
O: -2.251 3.244 1.556  -0.97
C: -1.244 4.121 1.070  0.29
C: -0.468 3.483 -0.081  -0.65
C: -1.982 5.366 0.579  -0.61
C: -0.296 4.491 2.208  -0.65
H: -5.256 2.039 -1.185  0.19
H: -3.749 2.916 -0.852  0.21
H: -4.772 2.397 0.488  0.22
H: -5.449 -0.422 -0.613  0.19
H: -4.924 -0.087 1.057  0.22
H: -4.053 -1.271 0.069  0.22
H: -3.925 0.359 -2.577  0.20
H: -2.625 -0.522 -1.755  0.21
H: -2.400 1.184 -2.159  0.21
H: -4.386 3.849 2.835  0.23
H: -5.380 3.647 4.299  0.19
H: -5.796 2.775 2.809  0.20
H: -2.367 3.245 4.236  0.23
H: -2.263 1.653 4.979  0.24
H: -3.366 2.880 5.659  0.19
H: -5.676 0.529 3.916  0.20
H: -5.352 1.325 5.472  0.19
H: -4.244 0.080 4.855  0.22
H: -1.156 3.157 -0.864  0.21
H: 0.085 2.610 0.272  0.26
H: 0.236 4.200 -0.512  0.20
H: -2.652 5.107 -0.242  0.20
H: -1.276 6.125 0.232  0.19
H: -2.580 5.784 1.391  0.20
H: 0.163 3.587 2.608  0.26
H: -0.853 4.987 3.008  0.19
H: 0.484 5.171 1.854  0.19
B: -1.825 -5.902 -2.854  -0.57
C: -1.924 -4.568 -1.995  0.30
N: -2.019 -3.592 -1.381  -0.64
H: -2.881 -6.040 -3.446  -0.02
H: -0.901 -5.769 -3.637  -0.01
H: -1.624 -6.830 -2.093  -0.01

Output
**Total energy**: -183185.5071 eV
**Charge**: -2